No. 1
ORCA calculation (ωB97M-V/def2-TZVPD) on the molecule C15H11N3O2.

Last column: natural (NBO) charge in e.
Positions of all 31 atoms, in Å:
C -2.1681 -1.6628 1.7281  -0.397
N -2.0038 -0.3022 1.1807  -0.505
C -3.1916 0.4834 0.9304  -0.394
C -0.9617 -0.1725 0.3157  0.434
N -1.1289 -0.7028 -0.8660  -0.418
C -0.1105 -0.6456 -1.7421  0.136
C -0.2507 -1.2555 -2.9921  -0.182
C 0.7882 -1.3271 -3.9292  -0.190
C 2.0044 -0.7362 -3.6578  -0.215
C 2.1654 -0.0961 -2.3851  -0.159
C 1.1089 -0.0611 -1.4228  -0.101
C 1.2879 0.4738 -0.1602  0.400
O 2.4926 1.0680 0.1591  -0.439
C 2.6702 1.5875 1.3958  0.751
O 3.7494 2.0115 1.7968  -0.542
C 1.5708 1.6271 2.3848  -0.260
C 1.7562 2.2275 3.6711  0.272
N 1.8560 2.7697 4.6822  -0.270
C 0.3799 1.0620 2.0140  -0.032
C 0.2087 0.4551 0.7155  -0.223
H -2.2237 -2.3985 0.8923  0.192
H -3.0469 -1.6916 2.3196  0.206
H -1.3396 -1.9014 2.3759  0.197
H -2.9101 1.5119 0.7025  0.202
H -3.8848 0.4590 1.7809  0.205
H -3.7042 0.0762 0.0596  0.182
H -1.2304 -1.6487 -3.2583  0.228
H 0.6268 -1.7634 -4.9097  0.222
H 2.8366 -0.7872 -4.3526  0.225
H 3.1249 0.3046 -2.1257  0.226
H -0.4717 1.0355 2.6963  0.250

Force components x, y, z for each atom (eV/Å):
C 0.4506 0.4331 -1.6895
N -1.0023 -0.1296 3.1414
C -0.1577 -0.4526 -0.5153
C -0.5571 -0.8297 -2.0020
N -0.3944 0.0711 0.1705
C -0.1456 -0.4523 -0.3400
C 0.1581 -0.4337 -1.6869
C -1.6465 0.1927 0.4674
C 0.9396 1.3916 2.8831
C -0.4162 -1.2139 -1.8460
C 2.3490 -0.1431 -1.8376
C -0.4710 0.9277 1.1956
O -0.8560 -0.4710 -0.1336
C 2.2339 1.4040 3.1600
O -1.1928 -0.8206 -1.9306
C -1.8525 -1.1992 -1.6503
C 0.2008 0.3541 -0.0415
N -0.0493 -0.3194 -0.2927
C 0.3244 0.3148 0.7676
C 2.3474 0.9955 0.7206
H -0.0901 0.2231 0.6180
H -0.9322 -0.0640 0.4594
H 0.4404 -0.1655 0.1353
H -0.0506 0.0334 0.1332
H 0.3689 0.0436 -0.0982
H -0.4197 0.1317 -0.2416
H 0.2140 -0.0446 0.2152
H -0.1470 -0.1602 0.2114
H -0.1278 0.1038 0.1209
H 0.2503 0.2643 0.0947
H 0.2312 0.0149 -0.1885

Gap between HOMO and LUMO   7.815 eV
ΔE to the lowest compared entry with this formula, charge and spin   0.057 eV
DFT total energy   -24297.81012 eV
2S+1   1
LUMO level   -1.15 eV
Charge   0

=====

No. 2
ORCA calculation (ωB97M-V/def2-TZVPD) on C20H43Br3F3N13O25P as an isolated structure.

Last column: Mulliken charge in e.
Positions of all 108 atoms, in Å:
C 3.0978 -1.9921 -1.3038  -1.606
C 3.6293 -0.5524 -1.0694  1.008
Br 5.4755 -0.6040 -1.6735  -0.123
C 3.4872 -0.1857 0.4480  -1.302
Br 5.1739 0.1563 1.3523  -0.040
C 2.6276 1.0394 0.8519  -0.191
C 3.1196 2.4951 0.6280  -0.391
C 3.4397 2.9299 -0.8086  0.240
F 3.4757 4.2662 -0.9023  -0.300
F 2.5261 2.4960 -1.7173  -0.126
F 4.6319 2.4619 -1.1763  -0.268
C 1.9079 3.1940 1.2663  0.796
O 1.7603 4.5884 1.0571  -0.433
C 1.6175 5.3121 2.1362  0.735
N 1.4955 5.9574 3.0770  -0.513
C 0.7743 2.3808 0.6703  -0.149
Br -0.8778 3.0907 0.3744  0.078
N 1.1610 1.1722 0.3990  0.521
P -0.0907 0.0330 -0.3799  0.427
O 0.2627 -1.2510 0.5213  -0.423
O 0.7649 -0.3049 -1.6963  -0.462
H 2.6301 -2.0832 -2.2882  0.076
H 3.9458 -2.6781 -1.2844  0.790
H 2.3880 -2.3291 -0.5443  0.316
H 3.0881 0.1402 -1.7108  -0.262
H 3.0937 -1.0696 0.9568  1.060
H 2.5346 0.9269 1.9439  0.402
H 4.0357 2.7178 1.1850  1.133
H 1.9170 2.9215 2.3351  -0.567
H -0.5107 -1.4378 1.0832  0.284
H 0.4609 -1.1681 -2.0443  0.253
C 3.8057 -6.7418 -0.9273  -0.877
N 3.3198 -5.3389 -0.8204  0.939
O 2.5197 -4.9446 -1.6450  -0.438
O 3.7639 -4.6638 0.0892  -0.558
H 3.3253 -7.1993 -1.7828  0.305
H 4.8835 -6.6978 -1.0551  0.321
H 3.5466 -7.2405 0.0021  0.317
C 1.0987 2.4140 -4.2141  -0.535
N -0.1466 2.3101 -5.0244  0.934
O -1.0988 2.9536 -4.6157  -0.563
O -0.1360 1.6164 -6.0080  -0.538
H 0.8771 3.0632 -3.3786  0.250
H 1.3623 1.4125 -3.8873  0.136
H 1.8812 2.8278 -4.8440  0.307
C -2.7842 0.8081 4.3362  -0.674
N -1.8803 0.2831 3.2811  0.973
O -1.9940 0.7698 2.1669  -0.461
O -1.1003 -0.5986 3.5587  -0.565
H -3.4090 1.5696 3.8831  0.266
H -3.3753 -0.0276 4.7004  0.299
H -2.1574 1.2068 5.1266  0.260
C -2.4235 -4.3009 -1.0569  -0.996
N -0.9541 -4.3069 -1.2988  0.802
O -0.4186 -3.2528 -1.6102  -0.461
O -0.3804 -5.3565 -1.1691  -0.471
H -2.7982 -3.2965 -1.2110  0.344
H -2.8718 -4.9965 -1.7595  0.376
H -2.5867 -4.6316 -0.0368  0.363
C 4.8319 -3.8619 -4.5222  -0.538
N 5.1401 -5.1843 -3.9153  0.963
O 6.1296 -5.2764 -3.2180  -0.547
O 4.3630 -6.0870 -4.1414  -0.543
H 5.6066 -3.1601 -4.2323  0.198
H 4.7920 -3.9912 -5.5993  0.301
H 3.8592 -3.5690 -4.1362  0.173
C -3.4464 3.6829 -3.0273  -0.665
N -4.2000 3.6834 -1.7452  0.928
O -4.2278 4.7138 -1.0996  -0.533
O -4.7199 2.6425 -1.4051  -0.526
H -3.0347 4.6719 -3.1854  0.292
H -2.6639 2.9398 -2.9321  0.187
H -4.1355 3.4080 -3.8198  0.344
C 2.1334 3.0990 5.5112  -0.874
N 1.8218 2.2582 4.3270  0.995
O 2.7295 1.6587 3.7867  -0.602
O 0.6767 2.2738 3.9170  -0.451
H 3.1932 3.0118 5.7166  0.307
H 1.8608 4.1120 5.2217  0.340
H 1.5334 2.7693 6.3541  0.289
C -6.3283 -6.7063 0.2711  -0.700
N -5.5527 -5.5216 -0.1859  0.854
O -4.9677 -4.8599 0.6490  -0.526
O -5.5473 -5.2888 -1.3752  -0.504
H -6.2333 -6.7792 1.3475  0.309
H -7.3592 -6.5514 -0.0324  0.280
H -5.9116 -7.5749 -0.2299  0.295
C -5.8950 3.9299 2.5527  -0.738
N -6.1670 3.1278 3.7782  0.927
O -5.2352 2.5529 4.3107  -0.611
O -7.3091 3.0939 4.1728  -0.527
H -4.8382 3.8627 2.3262  0.270
H -6.5007 3.5140 1.7531  0.299
H -6.1952 4.9516 2.7653  0.305
C -10.5726 3.4284 4.5376  -0.602
N -11.4313 4.5167 3.9953  0.872
O -11.7009 5.4454 4.7248  -0.521
O -11.7982 4.3967 2.8454  -0.524
H -10.3206 3.6705 5.5630  0.283
H -11.1412 2.5057 4.4735  0.293
H -9.6869 3.3777 3.9143  0.215
C 9.5944 0.0113 -2.8079  -0.717
N 9.0831 -1.0401 -3.7297  0.896
O 9.8776 -1.8199 -4.1985  -0.517
O 7.8870 -1.0395 -3.9502  -0.524
H 10.6657 -0.1157 -2.7107  0.319
H 9.3421 0.9728 -3.2446  0.276
H 9.0874 -0.1200 -1.8564  0.258

Force components x, y, z for each atom (eV/Å):
C 0.2758 0.1624 -0.1444
C -0.1658 -0.9068 0.3953
Br 0.0188 0.3104 -0.7526
C -0.2238 0.2890 -0.7211
Br -0.0699 -0.0449 0.5373
C 0.0149 -0.2752 0.1968
C 0.2368 0.2694 0.1632
C 0.0261 0.0103 -0.0129
F 0.0249 -0.2415 -0.0109
F 0.1616 0.0760 0.3079
F -0.2682 -0.0003 0.0138
C -0.1655 -0.4724 -0.0388
O -0.0362 0.2922 0.3222
C 0.0984 -0.6358 -0.6872
N -0.0287 0.1341 0.3555
C 0.5801 -0.6995 -0.1709
Br -0.1811 0.3209 -0.0170
N -0.0637 0.7781 -0.2861
P -0.1522 -0.3449 0.2523
O -0.4460 0.1237 0.2004
O -0.1597 -0.0310 -0.0158
H 0.0822 0.0397 0.1297
H -0.2815 0.0154 0.1290
H 0.0100 0.1624 -0.1841
H 0.2965 0.1315 0.2358
H -0.0354 0.3059 -0.0244
H 0.0640 0.0844 -0.5176
H -0.2419 -0.2190 0.0628
H 0.0203 0.5144 -0.7721
H 0.3369 -0.1025 0.2078
H 0.2494 0.0551 -0.0140
C -0.0579 -0.0521 -0.0691
N -0.0232 -0.0235 -0.1331
O 0.1748 -0.0170 0.0490
O -0.0240 -0.1271 0.1248
H 0.0003 0.0258 -0.0221
H 0.0098 0.0126 0.0275
H 0.0531 0.0314 0.0244
C 0.0237 -0.0407 -0.0359
N 0.1096 0.2538 0.2580
O -0.1254 -0.0906 -0.1716
O 0.0027 -0.0919 -0.0750
H 0.0312 0.0265 -0.0014
H 0.0214 -0.0224 -0.0520
H -0.0234 -0.0603 -0.0568
C -0.0272 0.0575 -0.0909
N -0.2307 0.1345 -0.1385
O 0.1869 -0.1217 -0.0788
O 0.1120 -0.1179 0.0171
H 0.1136 -0.1072 0.1201
H 0.0567 -0.0110 0.0425
H 0.0293 -0.0326 0.0683
C -0.0131 0.1534 -0.0436
N -0.0858 0.0084 -0.0351
O 0.0007 0.2184 -0.0583
O 0.0319 -0.0671 0.0340
H 0.0083 -0.0062 -0.0138
H 0.0050 -0.0395 0.0358
H 0.0081 -0.0625 -0.0187
C 0.1063 0.1762 0.0445
N 0.0201 0.0196 0.0285
O -0.0249 0.0188 0.0843
O -0.0528 -0.0746 -0.0402
H 0.0164 -0.0337 0.0093
H -0.0520 -0.0623 0.0097
H -0.0288 -0.0230 -0.0518
C -0.0479 0.1166 -0.0040
N 0.0302 0.1106 0.0309
O 0.0493 -0.0071 0.0772
O -0.0302 -0.0990 0.0277
H -0.0163 0.0090 0.0299
H -0.0460 -0.0625 -0.0528
H 0.0070 -0.0883 0.0280
C 0.1806 0.1452 0.0490
N -0.1631 0.1081 0.6930
O 0.1457 -0.0378 0.2879
O -0.1063 -0.1462 -0.0396
H 0.0011 -0.0397 -0.0145
H -0.0275 0.0469 0.0881
H -0.1073 -0.0649 -0.1117
C -0.0219 -0.0037 0.1303
N -0.0225 0.0170 -0.0325
O 0.0103 -0.0157 0.1017
O 0.0289 -0.0284 -0.0563
H 0.0114 0.0209 -0.0069
H 0.0124 -0.0243 -0.0561
H -0.0349 0.0121 -0.0502
C 0.1020 0.0000 -0.0315
N -0.0492 0.0125 -0.0173
O -0.0579 0.0898 -0.0371
O -0.0106 -0.0006 0.0054
H -0.0099 -0.0128 0.0054
H -0.0292 0.0305 0.0070
H -0.0555 -0.0127 -0.0164
C 0.0098 0.0099 0.1362
N 0.0155 -0.0249 0.0012
O -0.0076 0.0445 0.0381
O -0.0121 -0.0086 -0.0636
H -0.0177 0.0247 -0.0076
H 0.0086 -0.0002 -0.0626
H -0.0227 -0.0468 -0.0313
C 0.1145 0.0005 0.0250
N 0.0045 -0.0236 -0.0152
O 0.0491 -0.0374 -0.0262
O -0.1097 0.0249 0.0507
H -0.0072 -0.0171 -0.0140
H -0.0528 -0.0040 0.0224
H -0.0442 0.0285 -0.0187

Gap between HOMO and LUMO   7.940 eV
DFT total energy   -319528.14142 eV
2S+1   1
LUMO level   -3.98 eV
Charge   +1

=====

Q: Among the records above, which one has the lowest charge?
A: C15H11N3O2

=====

Q: Number 2 is which compound?
A: C20H43Br3F3N13O25P